(1)
Molecular formula: C6H33N2O8
Method: DFT, ωB97M-V with the def2-TZVPD basis set

Atoms and positions in Å:
N  1.2289  0.3905  -1.0003
C  1.8175  -0.9727  -1.0901
C  3.3205  -1.0335  -0.7184
C  3.7426  -1.1056  0.8069
C  3.9409  -2.1579  -1.5025
C  1.0945  -1.8927  -0.0407
N  0.4546  -1.0185  0.9747
C  -0.4574  -1.7669  1.8211
H  1.2714  0.8127  -0.0922
H  0.1721  0.2777  -1.2981
H  1.7311  0.9195  -1.7216
H  1.6425  -1.4257  -2.1343
H  3.7749  -0.0134  -1.0228
H  2.9438  -0.7181  1.4696
H  4.6190  -0.4969  1.0525
H  3.7833  -2.1087  1.2579
H  4.7909  -2.6084  -0.9599
H  4.4040  -1.8718  -2.4519
H  3.2101  -2.9809  -1.6875
H  0.3337  -2.5476  -0.4468
H  1.8159  -2.5713  0.3518
H  1.2368  -0.6762  1.5687
H  -1.3511  -1.0928  2.0885
H  -0.9577  -2.5832  1.2684
H  -0.1403  -2.0709  2.8264
H  1.4490  3.5899  -2.5732
H  1.5527  3.8830  -1.1816
O  1.3450  3.0740  -1.7123
H  -2.0470  -1.3625  -1.5633
H  -1.7340  -2.7768  -1.4316
O  -1.2539  -1.9197  -1.4834
H  0.9195  4.5917  2.0383
H  0.4742  3.0392  2.1797
O  0.4995  3.9135  2.5670
H  1.7739  1.6041  4.3319
H  1.9731  2.5845  3.0797
O  1.8304  1.6609  3.3777
H  -1.1276  1.9229  -1.5481
H  -1.7304  0.9406  -2.7134
O  -1.1069  1.0657  -1.9930
H  -4.2806  -0.4750  -0.4533
H  -4.7348  -0.9428  -1.8581
O  -4.0096  -1.0055  -1.2318
H  -4.6135  2.2953  0.3239
H  -4.5930  1.6420  -1.0455
O  -5.1968  1.8765  -0.3354
H  -4.8371  -0.9468  2.2273
H  -4.2808  -1.7581  1.0727
O  -4.6739  -0.8999  1.2812

## Properties
Charge: +1
ΔE to the lowest compared entry with this formula, charge and spin, kJ/mol: 368.97
Maximum force, eV/A: 3.30
HOMO-LUMO gap, eV: 9.07


(2)
Molecular formula: C6H33NO11
Method: DFT, ωB97M-V with the def2-TZVPD basis set

Atoms and positions in Å:
C  -2.7214  1.6863  -0.5816
C  -2.1830  0.5581  -1.1920
N  -0.8344  0.2190  -0.8551
C  -0.1903  -1.0992  -1.3777
C  -0.2539  -3.7351  1.5629
C  0.2105  -3.0285  0.3398
C  -0.4968  -2.2096  -0.3848
H  -2.2982  2.2605  0.2776
H  -3.5929  2.2982  -0.8571
H  -2.5827  0.1103  -2.1178
H  -0.2578  0.5886  -0.1344
H  -0.5215  -1.2386  -2.3698
H  1.0060  -0.8769  -1.4088
H  -0.4775  -3.0270  2.4709
H  -1.1161  -4.1802  1.3226
H  0.4745  -4.4613  1.8427
H  1.3052  -3.1136  0.1961
H  -1.5876  -2.2905  -0.0916
H  1.6847  2.9995  -0.8650
H  1.8269  4.2443  -0.0964
O  2.0903  3.2870  0.0069
H  3.6036  1.8553  -0.7113
H  4.1565  0.6146  -0.1842
O  3.5190  0.8869  -0.7713
H  1.8932  0.2422  3.4163
H  1.0025  -0.5344  2.6359
O  1.4805  0.2128  2.6118
H  0.9087  0.5733  -3.8626
H  0.6725  1.6162  -4.9774
O  1.0956  1.4800  -4.1499
H  1.2067  4.1585  1.8589
H  1.3595  2.6938  2.6659
O  1.1378  3.6878  2.7462
H  -1.2101  -3.5322  -3.1895
H  -2.4396  -2.7245  -2.5361
O  -2.0715  -3.0431  -3.3888
H  0.8607  2.4463  -2.8041
H  -0.2612  1.8867  -1.7346
O  0.5318  2.4137  -1.9130
H  -1.3973  -0.6719  2.7343
H  -0.9033  0.0744  3.9851
O  -0.7829  -0.6905  3.4556
H  0.1936  1.3057  2.0605
H  -0.6750  2.5442  2.1192
O  -0.6565  1.6709  1.8568
H  2.9037  -0.2670  0.7682
H  2.9242  -1.5623  0.0761
O  2.7125  -1.2287  0.9184
H  -3.8963  -2.0727  0.9292
H  -3.7735  -1.1138  -0.3644
O  -3.5792  -1.9132  0.0614

## Properties
ΔE to the lowest compared entry with this formula, charge and spin, kJ/mol: 689.26
Maximum force, eV/A: 5.73
HOMO-LUMO gap, eV: 8.26
Structure (SMILES): C=CNC/C=C/C.O.O.O.O.O.O.O.O.O.O.O


(3)
Molecular formula: C6H33NO11
Method: DFT, ωB97M-V with the def2-TZVPD basis set

Atoms and positions in Å:
O  2.5335  -2.5366  -3.4800
H  2.2490  -2.7189  -2.5891
H  2.8973  -1.6724  -3.4861
O  2.4157  2.1962  1.1379
H  3.0194  1.4995  1.4494
H  2.0478  2.4344  1.9943
O  4.4170  0.4701  2.2566
H  3.9653  -0.3610  1.9620
H  5.1332  0.5920  1.6374
O  1.3831  0.3825  -0.3743
H  1.6230  1.2648  0.2184
H  1.4741  0.5553  -1.3159
O  -1.7290  -2.1773  -2.2015
H  -1.7565  -2.7022  -3.0218
H  -1.9717  -1.2755  -2.3931
O  0.5246  -2.2867  -0.8182
H  -0.2822  -2.3843  -1.4593
H  0.6003  -1.3233  -0.7965
O  -0.3043  -1.6877  -4.7767
H  -0.2614  -1.7178  -5.7321
H  0.5860  -2.0267  -4.5476
O  2.9611  -1.5252  0.8124
H  2.3253  -2.2493  0.8665
H  2.3486  -0.9534  0.2983
O  1.1142  2.0791  3.5943
H  1.7798  2.0169  4.2328
H  0.6141  1.1968  3.6495
C  0.1385  -1.2599  2.5002
O  -0.4428  -0.3113  3.3159
C  -1.8784  -0.2319  2.9774
C  -2.1689  1.1598  2.5248
N  -1.5188  1.6309  1.2748
C  -1.7529  0.8119  0.1651
C  -1.8813  1.6501  -1.0703
O  -2.4091  0.7779  -2.1188
C  -2.7788  1.4854  -3.3970
H  0.0376  -0.9343  1.4452
H  -0.2996  -2.1547  2.7047
H  1.1699  -1.2088  2.7881
H  -2.4804  -0.5368  3.8040
H  -2.1272  -0.9298  2.1237
H  -1.8179  1.8070  3.3088
H  -3.1750  1.4468  2.4140
H  -0.5541  1.9174  1.4228
H  -2.7899  0.4284  0.3056
H  -1.0567  -0.0035  -0.1378
H  -0.8966  2.0635  -1.5277
H  -2.5708  2.4386  -0.9308
H  -3.1672  2.4192  -3.0685
H  -3.4385  0.7629  -3.9488
H  -1.8486  1.6818  -3.9925

## Properties
ΔE to the lowest compared entry with this formula, charge and spin, kJ/mol: 413.06
Maximum force, eV/A: 3.57
HOMO-LUMO gap, eV: 9.22
Structure (SMILES): COCCNCCOC.O.O.O.O.O.O.O.O.O


(4)
Molecular formula: C6H33O11
Method: DFT, ωB97M-V with the def2-TZVPD basis set

Atoms and positions in Å:
C  3.0411  0.0347  1.1071
O  2.7310  -0.0640  2.4367
C  1.9960  -0.7728  0.2700
C  0.8435  -0.0455  -0.3904
C  0.4915  -0.6267  -1.7244
C  0.9771  0.1225  -2.8926
C  -0.0978  1.1663  -3.3018
H  4.1356  -0.2996  0.9073
H  2.8823  1.0106  0.7155
H  1.6384  -1.4756  1.0469
H  2.3916  -1.4887  -0.5209
H  -0.0201  -0.2151  0.2483
H  0.8242  1.0194  -0.3418
H  0.7607  -1.7876  -1.8276
H  -0.5798  -0.6233  -1.7798
H  1.0605  -0.5793  -3.7494
H  1.8242  0.7034  -2.5376
H  -0.3245  1.3837  -4.3917
H  -0.9715  1.2193  -2.8521
H  0.6680  1.9415  -2.9350
H  -0.7626  2.9758  1.8968
H  0.4823  2.4375  1.5750
O  0.2317  3.2664  2.1084
H  1.3957  -3.6478  1.9718
H  0.1494  -4.2554  1.3872
O  1.1749  -4.4281  1.4589
H  -0.8445  2.7903  0.0031
H  0.0971  2.2668  -1.2061
O  -0.2221  2.9067  -0.7580
H  -1.8484  0.5567  2.4081
H  1.9177  0.3259  2.7154
O  -1.0844  0.0867  2.7707
H  -2.0154  -3.8111  -0.6925
H  -0.5272  -4.0463  -0.8384
O  -1.3724  -4.2135  -1.3054
H  -3.5372  0.2398  1.7845
H  -2.4244  1.3579  1.1041
O  -3.0867  0.3574  1.0407
H  -2.4710  2.9656  0.7560
H  -0.3500  0.7230  2.7992
O  -1.8668  2.3855  1.0848
H  -2.8593  -1.4849  0.5982
H  -3.3941  -2.1818  -0.6906
O  -3.0532  -2.3646  0.1520
H  -1.2797  -2.3265  1.2484
H  -0.6994  -1.5109  2.4378
O  -0.7364  -2.4205  2.0790
H  1.1313  4.0724  -1.9899
H  1.6756  2.9423  -1.2703
O  1.9075  3.4116  -2.1155

## Properties
Charge: -1
ΔE to the lowest compared entry with this formula, charge and spin, kJ/mol: 448.81
Maximum force, eV/A: 9.94
HOMO-LUMO gap, eV: 10.23


(5)
Molecular formula: C6H34N6O11
Method: DFT, ωB97M-V with the def2-TZVPD basis set

Atoms and positions in Å:
O  0.1967  -0.9247  4.2436
H  -0.2306  -1.5245  4.9147
H  0.5146  -1.4493  3.5240
O  -1.0318  -1.7005  -4.2095
H  -0.3061  -1.4080  -4.6929
H  -1.2572  -1.1525  -3.4754
O  -1.4064  -0.0079  -1.9019
H  -1.8927  -0.4143  -1.1991
H  -0.9337  0.7175  -1.4208
O  -1.7621  -0.0805  2.2910
H  -2.3932  0.3356  2.8841
H  -1.0290  -0.3997  2.8343
O  3.3925  0.2477  2.5786
H  3.8696  -0.1017  1.8640
H  3.1272  -0.4822  3.0959
C  0.5500  -3.0518  0.8528
O  0.5301  -2.4787  1.9667
N  -0.0192  -2.4344  -0.1752
N  1.1846  -4.2550  0.7825
H  -0.7194  -1.7285  0.0584
H  -0.1328  -2.9288  -1.0531
H  1.8007  -4.3156  1.5649
H  1.7130  -4.4711  -0.0651
C  0.6144  2.3487  0.3041
O  -0.0875  1.9827  -0.6759
N  0.5182  1.7952  1.5300
N  1.4296  3.3748  0.2131
H  -0.2954  1.1625  1.7200
H  1.2661  1.9023  2.1552
H  1.6655  3.8451  1.0312
H  1.3652  3.8357  -0.6831
C  3.6566  -1.0080  -1.9210
O  4.4464  -1.7399  -2.5905
N  4.0760  -0.2363  -0.8618
N  2.4002  -0.8295  -2.2786
H  5.0814  -0.2256  -0.7773
H  3.4663  0.5061  -0.5810
H  2.0061  -1.4706  -2.9521
H  1.7393  -0.4271  -1.5741
C  0.7902  3.3595  -3.8868
O  0.6025  3.8215  -2.5075
H  -0.1511  3.4334  -4.4053
H  1.6175  3.8938  -4.3888
H  1.0238  2.2853  -3.8447
H  0.2142  3.0420  -2.0235
C  -3.1841  -2.6852  0.3710
O  -2.6093  -1.3960  0.1994
H  -4.0789  -2.6266  1.0549
H  -3.4923  -3.1151  -0.5779
H  -2.5200  -3.4043  0.8533
H  -2.3754  -1.0162  1.0681
C  -3.6685  2.5206  1.5777
O  -3.8290  1.7638  2.7632
H  -4.5201  3.2503  1.4982
H  -2.6568  3.0174  1.6508
H  -3.6812  1.8327  0.7121
H  -4.5947  1.2160  2.5652

## Properties
ΔE to the lowest compared entry with this formula, charge and spin, kJ/mol: 58.50
Maximum force, eV/A: 4.26
HOMO-LUMO gap, eV: 9.98
Structure (SMILES): NC(N)=O.NC(N)=O.NC(N)=O.CO.CO.CO.O.O.O.O.O


(6)
Molecular formula: C6H35NO12
Method: DFT, ωB97M-V with the def2-TZVPD basis set

Atoms and positions in Å:
C  1.1467  2.0782  -1.3808
N  0.6161  0.7513  -1.1607
C  1.5333  -0.4100  -0.7733
C  1.1490  -1.6337  -1.5864
C  2.3672  -2.3497  -2.0298
O  3.4482  -2.0946  -1.5851
C  1.4587  -0.6840  0.8394
C  0.1095  2.6535  -2.3485
H  1.3380  2.7744  -0.5582
H  2.0971  2.0158  -1.9492
H  -0.2028  0.7648  -0.5670
H  2.5952  -0.2373  -1.0178
H  0.4303  -2.4111  -1.1801
H  0.4322  -1.3719  -2.4204
H  2.2859  -3.0565  -2.8217
H  2.4324  -0.7257  1.2778
H  0.8374  0.0949  1.2896
H  0.9259  -1.6819  0.8953
H  -0.2885  1.9088  -3.0181
H  0.6200  3.3495  -2.9617
H  -0.6265  3.2837  -1.9055
H  -1.8433  -2.3688  -4.3165
H  -2.5379  -1.0774  -3.8188
O  -1.6771  -1.5118  -3.8979
H  -0.9891  -2.4812  2.4163
H  0.2931  -3.1470  1.7289
O  -0.0738  -2.6573  2.4930
H  -0.1895  4.3740  -0.0348
H  0.2162  5.2816  0.9645
O  0.2762  4.3219  0.8276
H  -2.9025  -1.2803  0.4533
H  -1.8603  -0.5564  -0.4257
O  -2.2782  -1.4137  -0.2579
H  4.9349  3.3538  -0.6524
H  5.0573  1.9091  -1.0010
O  4.8002  2.4859  -0.2381
H  -3.7589  -3.5095  -2.2517
H  -2.3586  -3.1621  -2.0547
O  -2.9601  -3.9494  -2.0361
H  -4.0880  -1.3841  2.1853
H  -3.2423  -0.0873  2.3989
O  -3.7727  -0.5523  1.8030
H  -0.2531  3.9456  2.6564
H  -0.1374  3.8001  4.0052
O  -0.1889  3.2099  3.2467
H  -1.2719  1.6652  2.8960
H  -1.6361  0.6784  4.0336
O  -1.7719  0.8884  3.0995
H  0.9873  1.5484  4.1274
H  1.2761  0.3018  3.4141
O  0.8052  0.5956  4.2046
H  -1.3516  -3.3476  -0.4044
H  -1.4313  -4.7870  -0.2896
O  -0.7777  -4.1053  -0.3124

## Properties
ΔE to the lowest compared entry with this formula, charge and spin, kJ/mol: 534.28
Maximum force, eV/A: 3.46
HOMO-LUMO gap, eV: 8.11
Structure (SMILES): CCN[C@@H](C)CC=O.O.O.O.O.O.O.O.O.O.O.O


| no. | molar mass (g mol⁻¹) | HOMO level (eV) | energy (a.u.) |
| --- | --- | --- | --- |
| 1 | 261.3 | -12.039 | -959.54893 |
| 2 | 295.3 | -7.923 | -1130.63535 |
| 3 | 295.3 | -8.882 | -1130.74055 |
| 4 | 281.3 | -7.321 | -1075.95098 |
| 5 | 366.4 | -9.753 | -1405.27548 |
| 6 | 313.3 | -8.181 | -1207.14420 |